DFT (ωB97M-V/def2-TZVPD) results for a molecular structure, C76H62N5O2P3SSc.

Lowest unoccupied orbital energy = -7.775 eV
Charge = +3
Orbital gap = 6.439 eV
Relative energy (zero: lowest compared OMol25 entry of this formula, charge and spin) = 134.5 kJ/mol

Atoms and positions in Å:
Sc1 0.318 -0.035 -0.373
O1 0.421 -1.919 -0.063
S1 0.268 -3.475 -0.109
C1 -1.376 -3.891 0.476
C2 -1.409 -4.789 1.534
C3 -2.523 -5.571 1.868
C4 -3.612 -5.507 1.053
C5 -4.896 -6.287 1.072
C6 -5.731 -5.703 -0.092
C7 -4.869 -4.611 -0.666
C8 -5.123 -3.710 -1.661
C9 -4.137 -2.757 -1.933
C10 -2.902 -2.698 -1.304
P1 -1.900 -1.257 -1.818
C11 -3.091 0.118 -1.719
C12 -3.215 0.599 -0.409
C13 -4.107 1.610 -0.091
C14 -4.875 2.183 -1.095
C15 -4.743 1.737 -2.403
C16 -3.866 0.706 -2.715
C17 -1.413 -1.750 -3.506
C18 -0.173 -2.379 -3.624
C19 0.251 -2.916 -4.830
C20 -0.554 -2.810 -5.953
C21 -1.796 -2.199 -5.849
C22 -2.231 -1.690 -4.635
C23 -2.575 -3.678 -0.318
C24 -3.628 -4.566 -0.001
C25 1.312 -4.029 1.166
C26 1.995 -5.160 0.750
C27 2.645 -6.026 1.642
C28 2.510 -5.756 2.976
C29 2.972 -6.542 4.173
C30 2.468 -5.741 5.398
C31 1.763 -4.548 4.809
C32 1.097 -3.516 5.406
C33 0.619 -2.484 4.583
C34 0.710 -2.467 3.200
P2 0.649 -0.731 2.524
C35 -0.652 0.100 3.482
C36 -1.878 -0.569 3.569
C37 -2.972 0.040 4.161
C38 -2.861 1.330 4.665
C39 -1.657 2.009 4.564
C40 -0.557 1.402 3.971
C41 2.309 -0.298 3.172
C42 3.378 -0.867 2.474
C43 4.672 -0.781 2.962
C44 4.919 -0.102 4.148
C45 3.863 0.461 4.851
C46 2.562 0.347 4.378
C47 1.268 -3.616 2.549
C48 1.829 -4.588 3.402
H1 -0.527 -4.945 2.129
H2 -2.471 -6.238 2.718
H3 -5.400 -6.185 2.034
H4 -4.693 -7.350 0.937
H5 -6.693 -5.315 0.243
H6 -5.944 -6.454 -0.853
H7 -6.062 -3.689 -2.197
H8 -4.382 -1.998 -2.666
H9 -2.653 0.130 0.402
H10 -4.199 1.948 0.933
H11 -5.578 2.972 -0.860
H12 -5.337 2.185 -3.188
H13 -3.786 0.395 -3.746
H14 0.478 -2.465 -2.759
H15 1.216 -3.403 -4.897
H16 -0.221 -3.205 -6.902
H17 -2.438 -2.127 -6.717
H18 -3.224 -1.270 -4.588
H19 1.979 -5.416 -0.304
H20 3.173 -6.894 1.274
H21 4.056 -6.658 4.168
H22 2.552 -7.548 4.145
H23 3.283 -5.425 6.049
H24 1.786 -6.328 6.014
H25 0.983 -3.445 6.480
H26 0.203 -1.617 5.081
H27 -1.972 -1.582 3.190
H28 -3.910 -0.494 4.238
H29 -3.711 1.802 5.139
H30 -1.566 3.014 4.954
H31 0.369 1.955 3.891
H32 3.191 -1.428 1.562
H33 5.487 -1.251 2.425
H34 5.927 -0.028 4.533
H35 4.047 0.974 5.785
H36 1.755 0.747 4.976
C49 4.495 5.776 -1.038
C50 4.310 4.485 -1.508
C51 3.051 3.901 -1.441
C52 1.964 4.601 -0.920
C53 2.154 5.916 -0.495
C54 3.414 6.492 -0.539
P3 0.328 3.793 -1.031
C55 -0.683 4.401 0.363
C56 -0.181 4.979 1.527
C57 -1.030 5.313 2.577
C58 -2.391 5.072 2.481
C59 -2.901 4.475 1.335
C60 -2.054 4.130 0.295
C61 -0.317 4.686 -2.506
C62 -1.347 5.620 -2.489
C63 -1.726 6.269 -3.659
C64 -1.079 5.995 -4.853
C65 -0.043 5.069 -4.878
C66 0.330 4.419 -3.714
H37 5.473 6.236 -1.083
H38 5.142 3.940 -1.934
H39 2.902 2.899 -1.832
H40 1.313 6.510 -0.161
H41 3.548 7.511 -0.203
H42 0.876 5.186 1.621
H43 -0.624 5.782 3.464
H44 -3.052 5.356 3.288
H45 -3.965 4.290 1.250
H46 -2.469 3.664 -0.593
H47 -1.853 5.869 -1.565
H48 -2.521 7.002 -3.629
H49 -1.369 6.511 -5.759
H50 0.479 4.864 -5.804
H51 1.156 3.714 -3.742
N1 3.880 -0.312 -5.241
C67 2.598 -0.269 -5.688
O2 2.233 -0.727 -6.745
C68 1.581 0.346 -4.760
C69 0.490 1.000 -5.320
C70 -0.481 1.521 -4.483
C71 -0.363 1.316 -3.124
N2 0.648 0.622 -2.576
C72 1.615 0.175 -3.389
H52 4.573 -0.659 -5.887
H53 4.197 0.305 -4.515
H54 0.429 1.096 -6.397
H55 -1.321 2.080 -4.868
H56 -1.102 1.727 -2.449
H57 2.421 -0.386 -2.927
N3 5.609 1.788 0.700
C73 4.285 1.897 0.897
C74 3.363 1.107 0.165
N4 2.068 1.216 0.373
C75 1.635 2.092 1.301
C76 2.548 2.853 2.000
N5 3.857 2.759 1.814
H58 6.005 1.181 0.007
H59 6.221 2.389 1.228
H60 3.708 0.404 -0.585
H61 0.567 2.195 1.466
H62 2.210 3.567 2.742

=====

DFT (ωB97M-V/def2-TZVPD) results for 2 unconnected molecules or ions with the total composition CH4N2P2 at a distorted geometry.

Lowest unoccupied orbital energy = 0.024 eV
Orbital gap = 8.273 eV
Relative energy (zero: lowest compared OMol25 entry of this formula, charge and spin) = 212.3 kJ/mol

Atoms and positions in Å:
C1 -1.541 -0.668 0.476
N1 -1.543 -1.932 0.494
N2 0.550 0.743 0.192
P1 -2.413 0.535 -0.743
P2 -0.954 1.006 1.018
H1 -1.072 -2.444 1.225
H2 1.048 0.227 0.956
H3 1.053 1.629 0.119
H4 -0.929 -0.069 -1.717

=====

DFT (ωB97M-V/def2-TZVPD) results for C2H4IN3S in the gas phase at a distorted geometry.

Lowest unoccupied orbital energy = -1.795 eV
SMILES string = C[S@@](=N)(I)=NC#N
Orbital gap = 7.923 eV
Relative energy (zero: lowest compared OMol25 entry of this formula, charge and spin) = 75.1 kJ/mol

Atoms and positions in Å:
C1 0.789 2.278 -0.243
C2 -1.053 -1.281 -0.658
N1 1.274 3.285 -0.004
N2 -0.208 -0.104 1.675
N3 0.210 1.169 -0.580
S1 0.136 -0.154 0.157
I1 2.404 -1.289 -0.065
H1 -0.890 -1.054 -1.726
H2 -0.858 -2.389 -0.420
H3 -1.994 -1.219 -0.158
H4 0.192 0.759 2.022

=====

DFT (ωB97M-V/def2-TZVPD) results for a molecular structure, C22H30N4NbO at a distorted geometry.

Lowest unoccupied orbital energy = 2.111 eV
Charge = -1
Orbital gap = 6.948 eV

Atoms and positions in Å:
C1 1.521 4.397 -3.140
C2 0.042 4.979 -3.634
O1 -0.805 3.824 -4.040
Nb1 -2.771 4.330 -3.418
H1 1.555 3.223 -3.099
H2 1.711 4.805 -2.041
H3 2.400 4.718 -3.878
H4 -0.458 5.432 -2.671
H5 0.125 5.764 -4.511
H6 -2.349 4.221 -1.662
H7 -2.406 6.108 -3.377
H8 -3.177 4.540 -5.201
H9 -3.167 2.549 -3.464
H10 -4.545 4.645 -3.073
N1 0.166 0.044 -2.276
C3 -0.886 0.293 -3.086
C4 -1.782 -0.677 -3.507
C5 -1.587 -1.985 -3.075
C6 -0.511 -2.273 -2.241
C7 0.329 -1.235 -1.871
H11 -0.994 1.328 -3.399
H12 -2.611 -0.420 -4.156
H13 -2.267 -2.772 -3.384
H14 -0.331 -3.282 -1.888
H15 1.180 -1.408 -1.219
N2 -1.450 -3.835 0.482
C8 -1.284 -2.610 1.028
C9 -2.027 -2.137 2.098
C10 -3.002 -2.967 2.641
C11 -3.197 -4.233 2.100
C12 -2.403 -4.619 1.032
H16 -0.514 -1.999 0.568
H17 -1.849 -1.145 2.498
H18 -3.605 -2.630 3.479
H19 -3.949 -4.903 2.500
H20 -2.514 -5.599 0.577
N3 4.122 -0.100 -0.783
C13 5.357 0.289 -0.398
C14 6.026 1.376 -0.937
C15 5.393 2.109 -1.935
C16 4.122 1.732 -2.355
C17 3.532 0.632 -1.753
H21 5.810 -0.317 0.382
H22 7.016 1.645 -0.587
H23 5.887 2.967 -2.383
H24 3.602 2.282 -3.131
H25 2.539 0.300 -2.043
N4 -1.840 -2.541 5.788
C18 -0.728 -3.259 5.518
C19 0.407 -3.250 6.313
C20 0.406 -2.452 7.453
C21 -0.724 -1.699 7.756
C22 -1.812 -1.777 6.902
H26 -0.775 -3.863 4.617
H27 1.271 -3.849 6.050
H28 1.278 -2.418 8.099
H29 -0.756 -1.067 8.636
H30 -2.719 -1.211 7.098

=====

DFT (ωB97M-V/def2-TZVPD) results for 2 unconnected molecules or ions with the total composition C3H8NOS at a distorted geometry.

Lowest unoccupied orbital energy = -4.465 eV
Charge = +1
Orbital gap = 7.974 eV
Relative energy (zero: lowest compared OMol25 entry of this formula, charge and spin) = 361.2 kJ/mol

Atoms and positions in Å:
C1 1.753 -0.860 0.178
C2 -0.821 0.919 0.707
C3 -0.740 -0.233 -0.288
N1 -0.527 0.012 -1.556
O1 2.862 -1.167 -0.265
S1 -1.337 -1.821 0.181
H1 1.919 0.021 0.975
H2 -0.338 0.377 1.656
H3 -0.325 1.889 0.403
H4 -1.787 1.104 1.047
H5 -0.541 -0.644 -2.322
H6 -0.160 0.929 -1.927
H7 2.895 -1.651 -1.175
H8 -0.951 -1.993 1.435

=====

DFT (ωB97M-V/def2-TZVPD) results for C4H6N2O3 in the gas phase at a distorted geometry.

Lowest unoccupied orbital energy = 0.184 eV
SMILES string = NCc1c(O)[nH]oc1=O
Orbital gap = 9.403 eV
Relative energy (zero: lowest compared OMol25 entry of this formula, charge and spin) = 251.0 kJ/mol

Atoms and positions in Å:
C1 1.430 -1.127 -0.436
C2 0.172 -0.330 -0.216
C3 -1.128 -0.614 -0.023
C4 0.277 1.129 -0.079
H1 2.299 -1.130 1.431
H2 2.777 0.116 0.457
H3 1.256 -2.217 -0.307
H4 1.763 -0.968 -1.444
H5 -2.624 -1.752 -0.294
H6 -2.463 0.597 0.907
N1 2.536 -0.851 0.480
N2 -1.919 0.531 0.061
O1 -1.702 -1.820 0.054
O2 -1.008 1.625 0.149
O3 1.231 1.849 -0.204

=====

DFT (ωB97M-V/def2-TZVPD) results for 2 unconnected molecules or ions with the total composition C2H8N4O3S2 at a distorted geometry.

Lowest unoccupied orbital energy = 0.427 eV
SMILES string = NC(N)S(=O)(=O)NS.N=C=O
Orbital gap = 9.186 eV
Relative energy (zero: lowest compared OMol25 entry of this formula, charge and spin) = 0.0 kJ/mol

Atoms and positions in Å:
C1 0.285 -4.288 -0.466
C2 0.319 0.995 -0.099
N1 -0.683 -4.189 -1.173
N2 -0.064 1.207 1.309
N3 -0.565 1.559 -1.066
N4 0.918 -1.710 1.122
O1 -1.126 -1.455 -0.416
O2 1.193 -1.331 -1.347
O3 1.115 -4.597 0.290
S1 2.313 -1.021 1.868
S2 0.260 -0.980 -0.320
H1 1.432 1.374 -0.238
H2 -1.463 -3.522 -1.376
H3 3.155 -1.012 0.874
H4 0.077 2.201 1.586
H5 -1.064 1.179 1.326
H6 -1.514 1.415 -0.943
H7 -0.180 1.446 -2.003
H8 0.246 -1.896 1.945

=====

DFT (ωB97M-V/def2-TZVPD) results for a molecular structure, C20H19N5Os.

Lowest unoccupied orbital energy = -15.670 eV
Charge = +4
Orbital gap = 6.175 eV

Atoms and positions in Å:
Os1 0.296 0.306 -0.158
C1 -0.194 3.341 -1.153
C2 -1.431 2.513 -1.105
C3 -2.645 2.992 -1.576
C4 -3.769 2.187 -1.549
C5 -3.696 0.878 -1.030
C6 -2.503 0.423 -0.559
N1 -1.363 1.235 -0.617
C7 -2.284 -0.849 0.165
C8 -3.208 -1.768 0.625
C9 -2.769 -2.761 1.502
C10 -1.463 -2.771 1.994
C11 -0.575 -1.832 1.506
N2 -0.993 -0.996 0.532
C12 0.765 -1.453 2.008
C13 1.452 -2.079 3.001
C14 2.643 -1.493 3.479
C15 3.100 -0.303 2.946
C16 2.398 0.320 1.924
C17 2.880 1.586 1.306
N3 1.253 -0.264 1.450
H1 0.003 3.669 -2.176
H2 0.698 2.820 -0.780
H3 -0.320 4.233 -0.534
H4 -2.694 3.999 -1.971
H5 -4.717 2.565 -1.916
H6 -4.582 0.259 -0.985
H7 -4.254 -1.703 0.354
H8 -3.479 -3.493 1.869
H9 -1.177 -3.471 2.768
H10 1.081 -2.997 3.439
H11 3.193 -1.978 4.279
H12 4.011 0.155 3.312
H13 3.890 1.455 0.910
H14 2.920 2.375 2.062
H15 2.233 1.957 0.500
N4 1.615 -1.825 -3.331
C18 2.380 -0.673 -3.512
C19 2.059 0.163 -2.512
N5 1.082 -0.484 -1.708
C20 0.856 -1.713 -2.277
H16 1.643 -2.643 -3.941
H17 3.074 -0.579 -4.335
H18 2.428 1.154 -2.294
H19 0.164 -2.454 -1.908

=====

DFT (ωB97M-V/def2-TZVPD) results for 2 unconnected molecules or ions with the total composition C33H47N4O at a distorted geometry.

Lowest unoccupied orbital energy = -4.872 eV
Charge = +1
Orbital gap = 5.685 eV
Relative energy (zero: lowest compared OMol25 entry of this formula, charge and spin) = 0.0 kJ/mol

Atoms and positions in Å:
C1 3.423 -1.529 -3.851
N1 2.773 -1.199 -2.601
C2 3.557 -0.929 -1.506
O1 4.765 -1.138 -1.435
C3 2.676 -0.299 -0.457
C4 3.059 1.161 -0.235
C5 3.173 1.919 -1.539
C6 4.367 1.857 -2.265
C7 4.488 2.497 -3.497
C8 3.416 3.245 -4.001
C9 2.234 3.347 -3.259
C10 2.120 2.707 -2.019
N2 1.334 -0.461 -1.010
C11 0.282 0.133 -0.386
C12 -0.908 0.460 -1.026
C13 -2.137 0.688 -0.395
C14 -3.377 0.595 -1.135
C15 -4.620 0.238 -0.531
C16 -5.730 -0.071 -1.317
C17 -5.655 -0.005 -2.719
C18 -4.465 0.407 -3.332
C19 -3.362 0.740 -2.554
C20 1.336 -1.075 -2.359
C21 0.583 -2.460 -2.535
C22 1.200 -3.480 -1.570
C23 0.725 -2.949 -3.980
C24 -0.904 -2.297 -2.254
H1 4.308 -0.891 -3.992
H2 3.770 -2.574 -3.859
H3 2.740 -1.363 -4.687
H4 2.773 -0.893 0.465
H5 2.325 1.634 0.423
H6 4.035 1.161 0.272
H7 5.192 1.253 -1.873
H8 5.420 2.404 -4.058
H9 3.513 3.754 -4.962
H10 1.394 3.930 -3.643
H11 1.197 2.785 -1.435
H12 0.428 0.375 0.675
H13 -0.887 0.478 -2.127
H14 -2.167 0.838 0.688
H15 -4.672 0.157 0.560
H16 -6.664 -0.378 -0.844
H17 -6.524 -0.249 -3.329
H18 -4.395 0.474 -4.420
H19 -2.456 1.103 -3.050
H20 0.921 -0.368 -3.102
H21 1.040 -3.180 -0.527
H22 0.715 -4.456 -1.727
H23 2.276 -3.599 -1.755
H24 0.530 -2.140 -4.701
H25 1.712 -3.383 -4.181
H26 -0.014 -3.745 -4.171
H27 -1.346 -1.542 -2.920
H28 -1.411 -3.256 -2.439
H29 -1.088 -2.014 -1.214
C25 1.983 -0.950 3.664
C26 1.318 -2.322 3.897
C27 -0.076 -2.020 4.494
N3 -0.300 -0.609 4.237
C28 -1.280 0.043 5.050
C29 -1.693 1.355 4.393
C30 -2.758 2.140 5.169
C31 -3.515 2.926 4.086
C32 -3.156 2.241 2.749
N4 -2.265 1.154 3.084
C33 0.973 0.087 4.178
H30 2.950 -0.847 4.169
H31 2.140 -0.788 2.590
H32 1.191 -2.836 2.937
H33 1.912 -2.969 4.553
H34 -0.848 -2.649 4.026
H35 -0.095 -2.255 5.577
H36 -2.177 -0.581 5.188
H37 -0.880 0.295 6.059
H38 -0.778 1.963 4.284
H39 -3.435 1.413 5.640
H40 -2.325 2.769 5.955
H41 -4.590 2.907 4.285
H42 -3.177 3.971 4.048
H43 -4.054 1.891 2.222
H44 -2.676 2.969 2.076
H45 -1.600 0.852 2.385
H46 1.276 0.468 5.174
H47 0.916 0.970 3.527

=====

DFT (ωB97M-V/def2-TZVPD) results for a molecular structure, C6H13NO at a distorted geometry.

Lowest unoccupied orbital energy = -2.500 eV
Orbital gap = 4.788 eV
Relative energy (zero: lowest compared OMol25 entry of this formula, charge and spin) = 1042.4 kJ/mol

Atoms and positions in Å:
O1 -3.562 0.354 0.242
C1 -2.601 0.062 -0.464
C2 -1.490 0.834 -0.788
C3 -0.312 0.400 -1.509
C4 0.880 -0.243 -0.748
C5 0.717 -0.207 0.781
C6 2.164 0.049 1.421
N1 2.938 -1.401 1.164
H1 -2.622 -0.955 -0.956
H2 -1.587 1.915 -0.683
H3 2.302 1.117 -1.414
H4 -0.530 -0.348 -2.295
H5 0.084 1.205 -2.145
H6 1.833 0.622 -0.859
H7 1.355 -1.193 -0.998
H8 0.127 0.629 1.133
H9 0.366 -1.163 1.155
H10 2.433 1.082 1.131
H11 2.004 0.043 2.505
H12 3.895 -1.312 1.521
H13 2.968 -0.406 0.539

=====

Among the records above, which one has the highest orbital gap?
C4H6N2O3

=====

The lowest orbital gap belongs to which entry?
C6H13NO

=====

Look up the lowest unoccupied orbital energy of the fourth one.
2.111 eV